An isolated molecule of C3H4N2OS2, computed with ωB97M-V with the def2-TZVPD basis set.

The value obtained for the largest force on an atom is 4.7 eV/Å. The molar mass is 148.2 g mol⁻¹. For the orbital gap, the calculation gives 8.44 eV. As for the net charge: 0. The relative energy (zero: lowest compared OMol25 entry of this formula, charge and spin) is 406.63 kJ/mol. Its SMILES is O[C@H]1C=NS/C1=N\S.

XYZ file:
```
12
Properties=species:S:1:pos:R:3:forces:R:3:mulliken_charge:R:1
O -2.0231 -0.7878 0.9631 0.02 2.96 -3.41 -0.55
C -0.7008 -0.2283 1.3996 -1.17 -3.36 -2.22 0.37
C 0.0412 -1.6208 1.5977 2.71 3.20 -0.50 -0.28
N 1.1134 -1.9179 0.9281 -2.64 0.85 -0.46 -0.40
S 1.2028 -0.8890 -0.4325 0.25 1.18 -0.59 0.04
C -0.0883 0.2234 0.0380 -1.24 1.99 2.33 0.10
N -0.6491 1.3471 -0.3538 1.73 -2.28 1.16 -0.41
S 0.0908 2.0392 -1.6415 0.14 4.03 -1.36 -0.19
H -2.1804 -0.2541 -0.0126 0.25 -2.14 4.18 0.41
H -0.8807 0.5645 2.2088 0.84 -1.36 -1.14 0.28
H -0.0572 -2.2391 2.3966 -1.16 -1.59 2.50 0.47
H -0.1568 3.5777 -1.3452 0.28 -3.47 -0.48 0.16
```
Forces are in eV/Å.